1.
{
  "formula": "C26H20IrN4O2PSSe2",
  "method": "the ωB97M-V functional and the def2-TZVPD basis",
  "s2": 6.04,
  "largest_force_ev_per_a": 0.4,
  "e_homo_ha": [-0.233, -0.297],
  "spin_multiplicity": 5,
  "orbital_gap_ha": [0.2408, 0.1994],
  "species": ["Ir", "O", "C", "C", "C", "C", "C", "C", "C", "O", "N", "N", "C", "C", "C", "C", "C", "C", "N", "H", "H", "H", "H", "H", "H", "H", "H", "H", "H", "Se", "P", "Se", "C", "C", "C", "C", "C", "C", "C", "C", "C", "C", "C", "C", "H", "H", "H", "H", "H", "H", "H", "H", "H", "H", "S", "C", "N"],
  "xyz": [[-1.566, 0.952, 1.569], [-1.274, -3.925, 3.928], [-0.054, -3.390, 4.134], [0.837, -4.113, 4.925], [2.114, -3.640, 5.148], [2.535, -2.434, 4.592], [1.648, -1.703, 3.827], [0.348, -2.159, 3.592], [-0.563, -1.326, 2.792], [-0.175, -0.076, 2.554], [-1.672, -1.822, 2.323], [-2.335, -0.856, 1.612], [-3.433, -1.052, 0.866], [-3.844, 0.059, 0.121], [-4.926, 0.070, -0.794], [-5.140, 1.162, -1.577], [-4.296, 2.294, -1.463], [-3.286, 2.272, -0.547], [-3.063, 1.201, 0.247], [-1.742, -3.371, 3.272], [0.501, -5.052, 5.344], [2.794, -4.219, 5.761], [3.539, -2.070, 4.762], [1.939, -0.753, 3.399], [-3.931, -2.011, 0.850], [-5.549, -0.811, -0.871], [-5.955, 1.165, -2.289], [-4.446, 3.174, -2.072], [-2.625, 3.113, -0.389], [0.604, 2.344, 0.187], [0.837, 0.745, -1.243], [-0.620, -0.762, -0.744], [0.598, 1.304, -2.943], [0.131, 2.578, -3.239], [-0.092, 2.940, -4.563], [0.146, 2.031, -5.581], [0.614, 0.756, -5.285], [0.840, 0.391, -3.970], [2.528, 0.113, -1.198], [3.556, 0.950, -1.639], [4.870, 0.524, -1.568], [5.165, -0.735, -1.055], [4.146, -1.565, -0.616], [2.823, -1.143, -0.686], [-0.056, 3.282, -2.437], [-0.454, 3.933, -4.794], [-0.031, 2.315, -6.611], [0.803, 0.047, -6.081], [1.205, -0.603, -3.738], [3.326, 1.932, -2.036], [5.666, 1.173, -1.909], [6.194, -1.065, -0.997], [4.376, -2.543, -0.214], [2.024, -1.782, -0.332], [-2.211, 5.399, 2.984], [-1.825, 3.927, 2.520], [-1.539, 2.834, 2.169]],
  "mulliken_charge": [0.70, -0.66, 0.33, -0.67, -0.31, -0.88, -0.45, 0.47, 0.63, -0.71, -1.10, 0.31, -0.53, 0.64, -1.09, -0.14, -0.94, 0.10, -0.03, 0.57, 0.43, 0.37, 0.42, 0.51, 0.43, 0.39, 0.42, 0.40, 0.50, -0.18, 1.05, -0.11, 0.40, -0.21, -0.63, -0.41, -0.64, -0.48, 0.46, -0.55, -0.62, -0.42, -0.64, -0.28, 0.24, 0.40, 0.39, 0.40, 0.36, 0.36, 0.40, 0.39, 0.41, 0.26, -0.38, 0.56, -0.60]
}

=====

2.
{
  "formula": "C5H7F3NO2",
  "method": "the ωB97M-V functional and the def2-TZVPD basis",
  "total_charge": -1,
  "largest_force_ev_per_a": 0.7,
  "e_homo_ha": -0.149,
  "de_lowest_kcal_mol": 0.0,
  "smiles": "O=C([O-])CNCCC(F)(F)F",
  "orbital_gap_ha": 0.2747,
  "species": ["O", "C", "O", "C", "N", "C", "C", "C", "F", "F", "F", "H", "H", "H", "H", "H", "H", "H"],
  "xyz": [[2.600, -0.582, 1.842], [2.624, -0.283, 0.620], [3.240, -0.843, -0.321], [1.722, 0.877, 0.159], [0.746, 0.406, -0.832], [-0.601, 0.878, -0.606], [-1.432, 0.055, 0.376], [-1.959, -1.221, -0.184], [-1.042, -1.964, -0.801], [-2.498, -1.992, 0.790], [-2.937, -1.010, -1.078], [2.370, 1.623, -0.293], [1.230, 1.326, 1.017], [0.801, -0.598, -0.899], [-1.138, 0.977, -1.548], [-0.521, 1.869, -0.184], [-2.310, 0.631, 0.651], [-0.896, -0.147, 1.291]],
  "mulliken_charge": [-0.76, 0.43, -0.72, -0.43, -0.29, -0.88, -0.61, 0.83, -0.27, -0.30, -0.29, 0.27, 0.28, 0.25, 0.34, 0.42, 0.37, 0.34]
}

=====

3.
{
  "formula": "C19H18ClN3O2S",
  "method": "the ωB97M-V functional and the def2-TZVPD basis",
  "largest_force_ev_per_a": 3.3,
  "e_homo_ha": -0.305,
  "de_lowest_kcal_mol": 23.4,
  "smiles": "Cc1oc(-c2ccccc2Cl)nc1CSc1nc2c(c(=O)[nH]1)CCCC2",
  "orbital_gap_ha": 0.3140,
  "species": ["C", "C", "O", "C", "C", "C", "C", "C", "C", "C", "Cl", "N", "C", "C", "S", "C", "N", "C", "C", "C", "O", "N", "C", "C", "C", "C", "H", "H", "H", "H", "H", "H", "H", "H", "H", "H", "H", "H", "H", "H", "H", "H", "H", "H"],
  "xyz": [[1.814, 1.546, -3.232], [0.718, 0.705, -2.664], [0.893, -0.537, -2.169], [-0.359, -0.897, -1.742], [-0.611, -2.151, -1.016], [0.493, -2.979, -0.715], [0.317, -4.215, -0.031], [-0.965, -4.621, 0.330], [-2.047, -3.804, 0.073], [-1.910, -2.595, -0.606], [-3.436, -1.766, -0.879], [-1.290, -0.031, -2.001], [-0.621, 1.031, -2.562], [-1.347, 2.333, -2.920], [-2.338, 3.115, -1.526], [-1.564, 2.358, -0.166], [-0.262, 2.446, 0.033], [0.336, 1.768, 1.092], [-0.402, 0.954, 1.964], [-1.866, 0.981, 1.787], [-2.597, 0.322, 2.524], [-2.375, 1.734, 0.786], [0.282, 0.105, 3.008], [1.746, 0.525, 3.326], [2.465, 0.721, 1.999], [1.835, 1.888, 1.287], [2.582, 1.741, -2.470], [2.236, 1.020, -4.104], [1.454, 2.528, -3.496], [1.489, -2.677, -0.974], [1.205, -4.805, 0.191], [-1.122, -5.557, 0.862], [-3.045, -4.084, 0.409], [-2.101, 2.172, -3.706], [-0.649, 3.122, -3.278], [-3.318, 1.610, 0.543], [-0.277, 0.159, 3.947], [0.289, -0.914, 2.665], [1.797, 1.447, 3.950], [2.234, -0.257, 3.887], [3.531, 0.917, 2.136], [2.409, -0.179, 1.341], [2.049, 2.820, 1.809], [2.326, 1.997, 0.309]],
  "mulliken_charge": [-1.43, 0.42, -0.40, 0.76, 0.03, -0.62, -0.66, -0.47, -0.54, 0.52, -0.20, -0.31, 0.52, -0.70, -0.24, 0.07, -0.52, 0.85, 0.59, -0.24, -0.72, 0.03, -0.68, -0.83, -0.53, -0.45, 0.27, 0.35, 0.31, 0.46, 0.38, 0.37, 0.41, 0.41, 0.29, 0.28, 0.32, 0.28, 0.33, 0.39, 0.34, 0.18, 0.33, 0.04]
}

=====

4.
{
  "formula": "C57H111N6O15",
  "method": "the ωB97M-V functional and the def2-TZVPD basis",
  "total_charge": 3,
  "largest_force_ev_per_a": 11.1,
  "e_homo_ha": -0.511,
  "orbital_gap_ha": 0.2067,
  "species": ["C", "C", "C", "C", "C", "C", "N", "O", "C", "C", "C", "H", "H", "H", "H", "H", "H", "H", "H", "H", "H", "H", "H", "H", "H", "H", "H", "H", "H", "C", "C", "C", "C", "C", "C", "N", "O", "C", "C", "C", "H", "H", "H", "H", "H", "H", "H", "H", "H", "H", "H", "H", "H", "H", "H", "H", "H", "H", "C", "C", "C", "C", "C", "C", "N", "O", "C", "C", "C", "H", "H", "H", "H", "H", "H", "H", "H", "H", "H", "H", "H", "H", "H", "H", "H", "H", "H", "C", "C", "C", "C", "C", "C", "N", "O", "C", "C", "C", "H", "H", "H", "H", "H", "H", "H", "H", "H", "H", "H", "H", "H", "H", "H", "H", "H", "H", "C", "C", "C", "C", "C", "C", "N", "O", "C", "C", "C", "H", "H", "H", "H", "H", "H", "H", "H", "H", "H", "H", "H", "H", "H", "H", "H", "H", "H", "C", "C", "C", "C", "C", "C", "N", "O", "C", "C", "C", "H", "H", "H", "H", "H", "H", "H", "H", "H", "H", "H", "H", "H", "H", "H", "H", "H", "H", "O", "C", "O", "O", "H", "O", "C", "O", "O", "H", "O", "C", "O", "O", "H"],
  "xyz": [[3.509, 4.117, 2.879], [5.074, 3.963, 2.786], [5.645, 2.895, 3.726], [5.201, 1.535, 3.321], [5.770, 1.221, 2.028], [5.159, 2.060, 0.893], [5.346, 3.531, 1.373], [5.456, 4.406, 0.532], [3.647, 1.790, 0.799], [5.888, 1.869, -0.402], [5.876, 5.324, 3.023], [2.997, 4.307, 1.973], [3.417, 4.803, 3.674], [3.205, 3.137, 3.105], [5.346, 3.113, 4.751], [6.742, 2.945, 3.721], [4.118, 1.413, 3.433], [5.627, 0.831, 3.995], [5.607, 0.192, 1.725], [6.841, 1.426, 1.978], [3.323, 2.499, 0.068], [3.168, 1.995, 1.730], [3.628, 0.706, 0.485], [6.882, 2.216, -0.187], [5.498, 2.578, -1.133], [5.735, 0.840, -0.710], [6.983, 5.209, 2.865], [5.594, 5.631, 4.086], [5.509, 6.092, 2.329], [1.401, -5.309, -6.227], [0.297, -5.086, -5.101], [-0.675, -6.280, -5.008], [0.002, -7.418, -4.229], [0.271, -6.954, -2.735], [1.316, -5.859, -2.617], [1.024, -4.860, -3.748], [1.585, -3.881, -3.625], [2.730, -6.519, -2.748], [1.230, -5.090, -1.259], [-0.443, -3.829, -5.351], [0.844, -5.129, -7.147], [1.797, -6.320, -6.296], [2.174, -4.577, -6.048], [-0.922, -6.615, -6.025], [-1.634, -6.010, -4.506], [0.960, -7.589, -4.764], [-0.526, -8.369, -4.311], [0.578, -7.782, -2.082], [-0.704, -6.678, -2.214], [2.794, -7.205, -3.604], [2.806, -7.114, -1.816], [3.544, -5.784, -2.726], [2.017, -4.316, -1.184], [1.296, -5.788, -0.444], [0.250, -4.628, -1.221], [0.155, -2.886, -5.409], [-1.234, -3.642, -4.602], [-1.004, -3.935, -6.264], [-5.274, 4.124, 7.041], [-4.440, 3.080, 6.285], [-3.251, 3.709, 5.656], [-2.041, 4.041, 6.539], [-1.557, 2.687, 7.194], [-2.674, 2.012, 8.024], [-3.929, 2.068, 7.282], [-4.675, 1.004, 7.427], [-2.958, 2.685, 9.433], [-2.260, 0.568, 8.358], [-5.344, 2.348, 5.346], [-6.097, 3.719, 7.667], [-5.630, 4.721, 6.187], [-4.647, 4.835, 7.578], [-3.522, 4.635, 5.127], [-2.781, 3.053, 4.970], [-2.362, 4.768, 7.279], [-1.312, 4.561, 5.880], [-0.767, 2.927, 7.881], [-1.256, 2.084, 6.362], [-3.946, 2.380, 9.774], [-2.816, 3.789, 9.483], [-2.179, 2.280, 10.103], [-1.972, 0.062, 7.435], [-3.000, 0.079, 8.957], [-1.323, 0.677, 8.895], [-5.784, 3.122, 4.768], [-6.121, 1.851, 5.885], [-4.826, 1.660, 4.696], [4.328, -1.278, -3.767], [3.580, 0.007, -3.996], [4.455, 1.046, -4.546], [3.736, 2.323, -5.069], [2.817, 1.965, -6.202], [1.756, 0.956, -5.785], [2.528, -0.170, -5.189], [2.457, -1.163, -5.627], [0.905, 0.489, -6.934], [0.717, 1.655, -4.774], [2.854, 0.352, -2.673], [3.722, -2.031, -3.296], [5.220, -1.116, -3.167], [4.782, -1.644, -4.674], [4.962, 0.553, -5.408], [5.222, 1.314, -3.819], [4.525, 2.910, -5.554], [3.354, 3.022, -4.306], [3.375, 1.538, -7.018], [2.325, 2.826, -6.632], [1.367, -0.034, -7.727], [0.360, 1.298, -7.365], [0.143, -0.130, -6.446], [0.187, 2.355, -5.474], [1.314, 2.214, -3.981], [-0.004, 0.914, -4.331], [2.498, -0.655, -2.332], [2.034, 1.079, -2.574], [3.757, 0.742, -2.134], [0.737, -0.802, 5.195], [0.973, -1.196, 3.654], [0.547, -2.668, 3.409], [0.185, -2.943, 1.962], [-0.861, -1.946, 1.341], [-0.544, -0.445, 1.546], [0.067, -0.260, 2.897], [0.012, 0.867, 3.403], [-1.754, 0.411, 1.410], [0.521, 0.012, 0.563], [2.405, -1.021, 3.238], [-0.317, -0.733, 5.353], [1.257, 0.095, 5.552], [1.120, -1.586, 5.866], [-0.286, -2.884, 4.084], [1.419, -3.204, 3.675], [-0.169, -3.975, 1.796], [1.046, -2.826, 1.327], [-1.812, -2.108, 1.717], [-0.842, -2.185, 0.233], [-2.112, 0.316, 0.387], [-1.416, 1.459, 1.467], [-2.442, 0.146, 2.228], [0.147, -0.297, -0.394], [1.507, -0.484, 0.657], [0.589, 1.070, 0.672], [2.624, -1.139, 2.187], [2.912, -1.775, 3.885], [2.751, -0.102, 3.725], [-6.019, -1.354, -2.645], [-6.021, 0.194, -2.680], [-5.094, 0.754, -1.526], [-4.518, 2.172, -1.716], [-3.842, 2.278, -3.089], [-4.866, 2.082, -4.262], [-5.396, 0.573, -3.981], [-5.313, -0.163, -4.777], [-4.128, 2.010, -5.594], [-6.001, 3.109, -4.292], [-7.525, 0.710, -2.607], [-6.212, -1.602, -1.579], [-4.998, -1.735, -2.808], [-6.751, -1.811, -3.235], [-4.300, 0.014, -1.405], [-5.676, 0.626, -0.565], [-3.813, 2.250, -0.887], [-5.245, 2.949, -1.401], [-3.090, 1.503, -3.101], [-3.378, 3.287, -3.195], [-3.425, 1.163, -5.629], [-3.526, 2.961, -5.569], [-4.703, 2.015, -6.516], [-6.601, 3.129, -3.368], [-6.707, 2.883, -5.048], [-5.427, 4.058, -4.485], [-7.887, 0.173, -1.728], [-8.067, 0.345, -3.445], [-7.598, 1.800, -2.445], [5.327, -2.120, 0.489], [4.025, -2.272, -0.233], [4.094, -3.078, -1.174], [3.172, -1.695, 0.356], [5.757, -2.957, 0.208], [-1.189, -2.299, -2.229], [-1.478, -1.314, -3.230], [-2.655, -0.908, -3.403], [-0.529, -1.004, -3.904], [-2.063, -2.753, -2.062], [-4.148, -0.875, 5.100], [-2.842, -0.528, 4.590], [-2.401, 0.545, 5.103], [-2.234, -1.170, 3.667], [-4.226, -1.808, 5.014]],
  "mulliken_charge": [-1.54, 1.01, -1.39, 0.43, -1.35, 1.62, 0.91, -0.40, -0.60, -1.95, -1.42, 0.30, 0.50, 0.39, 0.46, 0.43, -0.49, 0.59, 0.31, 0.58, 0.63, 0.03, -0.58, 0.64, 0.45, 0.32, 0.37, 0.39, 0.42, -1.55, 1.39, -0.89, -0.86, -0.97, 1.11, 0.72, 0.29, -1.43, -1.87, -2.02, 0.47, 0.39, 0.33, 0.50, 0.32, 0.26, 0.44, 0.54, 0.31, 0.38, 0.46, 0.33, 0.17, 0.62, 0.37, 0.23, 0.34, 0.61, -1.45, 1.28, -1.00, -0.92, -0.83, 1.18, 1.15, -0.33, -1.47, -1.52, -1.68, 0.35, 0.45, 0.35, 0.54, 0.10, 0.38, 0.46, 0.65, -0.04, 0.39, 0.30, 0.46, 0.07, 0.48, 0.55, 0.51, 0.53, 0.13, -1.92, 1.17, -1.28, -0.58, -1.49, 1.41, 1.09, -0.43, -1.86, -1.15, 0.35, 0.21, 0.33, 0.64, 0.38, 0.40, 0.47, 0.32, 0.43, 0.39, 0.48, 0.48, 0.39, 0.52, 0.32, 0.04, 0.03, 0.34, -0.63, -1.84, 1.04, -1.66, -0.09, -0.51, 1.37, 2.37, -0.63, -2.15, -1.08, -1.07, 0.40, 0.30, 0.38, 0.47, 0.62, 0.60, -0.29, 0.92, -0.33, 0.34, 0.48, 0.23, -0.10, -0.23, 0.74, 0.27, 0.48, 0.05, -1.49, 0.97, -0.80, -0.88, -0.58, 1.20, 0.92, -0.37, -1.60, -1.48, -1.42, 0.43, 0.17, 0.50, 0.22, 0.46, 0.43, 0.42, -0.05, 0.60, 0.31, 0.39, 0.41, 0.23, 0.45, 0.36, 0.43, 0.44, 0.36, -0.63, 0.00, -0.68, -0.09, 0.32, -0.02, -0.42, -0.61, -0.18, 0.22, -0.46, -0.04, -0.29, -0.53, 0.35]
}